(1)
DFT (ωB97M-V/def2-TZVPD) results for 2 unconnected molecules or ions with the total composition C21H29N3O7S at a distorted geometry.

Last column: Mulliken charge in e.
CARTESIAN COORDINATES (ANGSTROEM)
O: -0.8074 -4.0568 -0.3931  -0.5634
C: -0.2192 -3.0208 -0.5900  0.3126
O: 0.7260 -2.6584 0.3464  -0.4844
C: -0.5427 -2.2233 -1.8949  -0.2937
C: -1.4848 -0.9694 -1.7017  -1.3778
C: -0.7847 0.3528 -1.2391  1.7021
C: -0.0178 1.2492 -2.2899  -0.5421
C: 0.8615 0.4617 -3.3323  -0.3487
C: 1.8408 1.3717 -4.1735  -0.7671
C: 3.3632 1.1449 -3.8035  -0.7154
S: 4.2165 2.7302 -3.3554  -0.1955
C: 4.7163 2.4872 -1.6306  0.4700
N: 4.4915 1.4438 -0.8257  -0.0272
N: 5.0385 1.7188 0.3991  -0.5706
C: 5.5831 2.9285 0.2973  -0.0087
O: 5.4258 3.4703 -0.9662  -0.3053
C: -0.0782 0.3562 0.1972  -1.1525
C: -0.6756 1.6185 0.9644  0.3736
C: 0.4098 2.4052 1.7471  0.2242
C: 1.5598 3.0612 1.0751  -0.0723
C: 2.4626 3.7038 2.0266  -0.2319
C: 2.2928 3.7216 3.4661  -0.3795
N: 1.2091 3.1468 4.0454  -0.5809
C: 0.3563 2.5421 3.1907  -0.2772
C: -1.5069 2.3309 -0.1584  -0.7888
O: -1.9487 1.1942 -0.9323  -0.5602
H: 1.3421 -2.0151 -0.0533  0.3766
H: 0.4260 -2.0120 -2.4123  0.3505
H: -1.0969 -2.9396 -2.5609  0.3066
H: -2.2449 -1.2612 -0.9223  0.3435
H: -2.0825 -0.7719 -2.6355  0.3889
H: -0.7857 1.8297 -2.8693  0.3170
H: 0.6636 1.9473 -1.7406  -0.2024
H: 1.5138 -0.2418 -2.7334  0.1098
H: 0.2119 -0.1749 -3.9954  0.3293
H: 1.5814 2.4434 -3.9721  0.4716
H: 1.7120 1.1528 -5.2608  0.3460
H: 3.4906 0.4136 -2.9660  0.4175
H: 3.9323 0.7343 -4.6771  0.4305
H: 6.1044 3.4083 1.1466  0.4111
H: -0.4887 -0.5013 0.7832  0.3257
H: 1.0362 0.2883 0.1426  0.3195
H: -1.3498 1.2474 1.7751  0.4142
H: 1.7072 3.0629 -0.0237  0.2287
H: 3.3749 4.2018 1.6124  0.3037
H: 3.0627 4.2169 4.1048  0.3032
H: -0.5405 2.0673 3.6731  0.2600
H: -2.5002 2.7355 0.1861  0.3336
H: -1.0410 3.1887 -0.7079  0.2715
C: -6.3735 -4.2559 4.2201  -0.6278
O: -5.0473 -3.8514 3.8868  -0.3172
C: -4.5432 -4.4603 2.8036  0.7535
O: -5.1087 -5.2832 2.1298  -0.5383
O: -3.3078 -3.9949 2.6043  -0.2829
C: -2.6379 -4.5607 1.4700  -0.5369
H: -6.6736 -3.7003 5.1071  0.2202
H: -7.0642 -4.0172 3.4104  0.2868
H: -6.4049 -5.3215 4.4504  0.2906
H: -3.1787 -4.3340 0.5516  0.2938
H: -2.5206 -5.6383 1.5921  0.3021
H: -1.6563 -4.1135 1.4119  0.1601

Properties
**Gap between HOMO and LUMO**: 9.6 eV
**Relative energy (zero: lowest compared OMol25 entry of this formula, charge and spin)**: 257.1 kJ/mol
**Structure (SMILES)**: O=C(O)CC[C@]1(CCCCSc2nnco2)C[C@@H](c2cccnc2)CO1.COC(=O)OC
**HOMO energy**: -0.3400 hartree
**Energy**: -51882.153 eV
**Largest force on an atom**: 4.12 eV/Å

---

(2)
DFT (ωB97M-V/def2-TZVPD) results for C21H29N5O3 in the gas phase.

Last column: Mulliken charge in e.
CARTESIAN COORDINATES (ANGSTROEM)
C: 0.4465 5.0818 0.3414  -1.7420
C: 0.8671 3.6122 0.3536  1.2839
C: -0.1646 2.7843 1.1145  -1.3770
C: 1.0668 3.1577 -1.0997  -1.6733
C: 1.4763 1.7053 -1.3658  -0.1081
N: 0.3290 0.8163 -1.2615  0.1634
C: 0.2333 -0.3221 -1.9617  0.6813
O: 1.0749 -0.7658 -2.7283  -0.8237
N: -0.9507 -1.0135 -1.7476  -0.0004
C: -1.2624 -2.2832 -2.3996  -0.8279
C: -2.6551 -2.6864 -1.8554  -0.5205
N: -2.9609 -1.5996 -0.9661  0.2346
C: -1.9769 -0.6608 -0.9249  0.3520
N: -2.2051 0.3456 -0.1339  -0.3719
C: -3.4482 0.0629 0.4073  0.0320
C: -4.2002 0.7836 1.3214  -0.4428
C: -5.4255 0.2658 1.6964  -0.5950
C: -5.9021 -0.9379 1.1825  -0.4368
C: -5.1694 -1.6762 0.2702  -1.1616
C: -3.9434 -1.1648 -0.1092  0.4805
C: 2.6078 1.1373 -0.4796  0.4279
O: 2.9448 1.5852 0.5962  -0.6477
N: 3.1778 0.0566 -1.0488  -0.0595
C: 4.0530 -0.8268 -0.3186  -1.0585
C: 3.3111 -2.1137 0.0912  0.2856
C: 2.1468 -1.8218 1.0622  0.0279
C: 2.4012 -2.7800 2.2276  -0.6021
C: 3.9134 -2.9758 2.1324  -0.5230
O: 4.1883 -3.0144 0.7471  -0.5087
H: 1.1776 5.6913 -0.1850  0.4174
H: 0.3581 5.4589 1.3572  0.4177
H: -0.5172 5.1987 -0.1517  0.3779
H: 1.8228 3.5263 0.8739  0.2193
H: 0.2039 1.7782 1.2944  0.1608
H: -1.1099 2.7321 0.5773  0.2377
H: -0.3530 3.2405 2.0843  0.5111
H: 0.1413 3.3357 -1.6560  0.2816
H: 1.8407 3.7924 -1.5371  0.5179
H: 1.8285 1.6376 -2.4047  0.4432
H: -0.4232 1.0637 -0.6262  0.2811
H: -1.2637 -2.1455 -3.4841  0.3816
H: -0.4910 -3.0184 -2.1543  0.3586
H: -2.6238 -3.6387 -1.3161  0.3389
H: -3.3997 -2.7620 -2.6543  0.3330
H: -3.8305 1.7138 1.7211  0.4567
H: -6.0321 0.8065 2.4073  0.3926
H: -6.8654 -1.3043 1.5038  0.3735
H: -5.5374 -2.6097 -0.1279  0.4090
H: 2.7514 -0.3226 -1.8898  0.3293
H: 4.9130 -1.0932 -0.9388  0.2380
H: 4.4016 -0.2946 0.5694  0.4053
H: 2.9630 -2.6154 -0.8214  0.2598
H: 1.1770 -1.9809 0.5935  -0.0984
H: 2.1993 -0.7881 1.4029  0.2018
H: 2.0914 -2.3728 3.1867  0.3305
H: 1.8946 -3.7316 2.0617  0.3013
H: 4.2679 -3.9126 2.5637  0.3751
H: 4.4414 -2.1366 2.6070  0.2589

Properties
**Gap between HOMO and LUMO**: 8.7 eV
**Relative energy (zero: lowest compared OMol25 entry of this formula, charge and spin)**: 76.5 kJ/mol
**Structure (SMILES)**: CC(C)C[C@H](NC(=O)N1CCn2c1nc1ccccc12)C(=O)NC[C@@H]1CCCO1
**HOMO energy**: -0.3056 hartree
**Energy**: -35842.917 eV
**Largest force on an atom**: 0.83 eV/Å

---

(3)
DFT (ωB97M-V/def2-TZVPD) results for C21H29N5O4S2 in the gas phase at a distorted geometry.

Last column: Mulliken charge in e.
CARTESIAN COORDINATES (ANGSTROEM)
C: 2.0036 2.9127 -2.1465  -1.2721
C: 2.3714 2.1796 -0.8591  -0.3524
N: 3.5539 1.3505 -0.9284  0.2546
C: 4.8712 1.9436 -1.0142  -0.6104
C: 5.3410 2.2390 -2.4365  -1.0002
S: 3.3467 -0.1680 -1.5643  1.4038
O: 4.6395 -0.7723 -1.6984  -0.7576
O: 2.4773 -0.1595 -2.7088  -0.7004
C: 2.4836 -0.9567 -0.2036  -0.1984
C: 3.2154 -1.3604 0.8967  -0.6622
C: 2.5583 -1.9180 1.9814  -1.0368
C: 1.1770 -2.0283 1.9742  -0.1622
C: 0.4452 -1.6109 0.8667  -0.1484
C: -1.0450 -1.6713 0.8076  0.2049
O: -1.6573 -1.9272 -0.2094  -0.6637
N: -1.6579 -1.3608 1.9755  -0.0496
C: -3.0977 -1.2546 2.1137  -0.6037
C: -3.4047 0.1704 2.5762  0.3157
O: -3.9318 0.4763 3.6179  -0.6406
N: -2.9505 1.1479 1.7286  -0.0004
C: -2.4088 1.0200 0.4656  0.3386
N: -1.2422 1.4589 0.1386  -0.8315
N: -0.9509 1.2990 -1.1421  0.3343
C: -1.8780 0.7355 -1.8388  0.2065
C: -1.8259 0.4521 -3.2616  -0.1387
C: -0.5064 0.1706 -3.9419  -0.0754
C: -1.1922 1.4645 -4.1915  -0.6164
S: -3.3034 0.3464 -0.8937  -0.1747
C: -3.6658 -2.3632 3.0219  0.5648
C: -3.0943 -2.3163 4.4373  -1.4275
C: -5.1901 -2.2892 3.0489  -1.6399
C: 1.1134 -1.0974 -0.2405  -0.3409
H: 2.0214 2.2141 -2.9778  0.2825
H: 0.9989 3.3133 -2.0433  0.4052
H: 2.6872 3.7335 -2.3483  0.4017
H: 1.5461 1.5184 -0.5892  0.1356
H: 2.5126 2.8955 -0.0425  0.4079
H: 4.8649 2.8544 -0.4090  0.4113
H: 5.5609 1.2259 -0.5627  0.3372
H: 6.3647 2.6055 -2.4138  0.4001
H: 5.3078 1.3220 -3.0185  0.3243
H: 4.7137 2.9829 -2.9180  0.2296
H: 4.2876 -1.2496 0.8770  0.5145
H: 3.1198 -2.2605 2.8374  0.4241
H: 0.6751 -2.4713 2.8227  0.5982
H: -1.1012 -1.1045 2.7747  0.3999
H: -3.5107 -1.3997 1.1075  0.4667
H: -2.9821 2.0870 2.1102  0.3105
H: -2.6961 -0.0801 -3.6237  0.4607
H: 0.3932 0.1689 -3.3468  -0.1876
H: -0.5193 -0.5784 -4.7188  0.2886
H: -0.7793 2.3499 -3.7348  0.1359
H: -1.6781 1.6337 -5.1405  0.3065
H: -3.3690 -3.3121 2.5584  0.4356
H: -3.3308 -1.3676 4.9095  0.2896
H: -2.0149 -2.4542 4.4321  0.2840
H: -3.5306 -3.1148 5.0321  0.4597
H: -5.5131 -1.3699 3.5286  0.3236
H: -5.5954 -2.3209 2.0399  0.3856
H: -5.5931 -3.1302 3.6072  0.4624
H: 0.5649 -0.8041 -1.1212  0.7868

Properties
**Gap between HOMO and LUMO**: 9.6 eV
**Relative energy (zero: lowest compared OMol25 entry of this formula, charge and spin)**: 112.7 kJ/mol
**Structure (SMILES)**: CCN(CC)S(=O)(=O)c1cccc(C(=O)N[C@H](C(=O)Nc2nnc(C3CC3)s2)C(C)C)c1
**HOMO energy**: -0.3373 hartree
**Energy**: -59558.283 eV
**Largest force on an atom**: 1.59 eV/Å

---

(4)
DFT (ωB97M-V/def2-TZVPD) results for C21H29NO4 in the gas phase at a distorted geometry.

Last column: Mulliken charge in e.
CARTESIAN COORDINATES (ANGSTROEM)
C: -1.0881 -1.3251 -4.5346  -0.7744
O: -1.5454 -1.7145 -3.2596  -0.4581
C: -0.6916 -1.8426 -2.2034  0.1516
C: -1.2706 -2.4263 -1.0776  -0.5357
C: -0.5672 -2.6051 0.0947  -0.2708
C: 0.7553 -2.1958 0.1726  -0.1755
C: 1.5177 -2.3277 1.4599  -1.7015
N: 0.9508 -1.5035 2.5173  0.2946
C: 0.9004 -0.0752 2.2919  -1.7326
C: -0.5147 0.4599 1.9810  -1.1913
C: -0.6732 0.9482 0.5352  3.6947
C: 0.3260 2.0122 0.2175  -0.6794
C: 0.9963 2.2786 -0.9414  -0.1815
C: 1.8126 3.4074 -0.6825  -0.8207
C: 1.5805 3.7410 0.6141  -0.8632
O: 0.6847 2.9040 1.1660  -0.3595
C: -2.1224 1.4154 0.2482  0.4319
C: -2.4526 2.7545 0.9024  -1.6213
C: -2.3618 1.4981 -1.2575  -1.2390
C: 0.5272 -2.1110 3.6542  1.0926
C: 0.0421 -1.2060 4.7662  -1.1836
O: 0.5577 -3.3208 3.7861  -0.6735
C: 1.3469 -1.6232 -0.9445  0.1218
C: 0.6535 -1.4358 -2.1346  1.0550
O: 1.2212 -0.8481 -3.2402  -0.4414
C: 2.5960 -0.5554 -3.2208  -0.9690
H: -1.9608 -1.4031 -5.1830  0.3204
H: -0.3027 -1.9890 -4.9020  0.2765
H: -0.7233 -0.2960 -4.5384  0.2320
H: -2.3010 -2.7335 -1.1602  0.4418
H: -1.0391 -3.0609 0.9509  0.5401
H: 2.5672 -2.0466 1.3123  0.3002
H: 1.4745 -3.3578 1.8256  0.4721
H: 1.5600 0.1411 1.4493  0.6071
H: 1.3070 0.4430 3.1650  0.3401
H: -0.7442 1.2828 2.6576  0.4502
H: -1.2409 -0.3365 2.1487  0.7742
H: -0.4757 0.1087 -0.1358  -2.3445
H: 0.9117 1.7410 -1.8635  0.9123
H: 2.4757 3.8967 -1.3665  0.5049
H: 1.9741 4.5192 1.2373  0.4916
H: -2.7904 0.6504 0.6589  0.4809
H: -2.2793 2.7275 1.9748  0.3567
H: -3.4989 3.0003 0.7350  0.4754
H: -1.8454 3.5492 0.4754  0.2913
H: -2.1940 0.5324 -1.7274  0.1641
H: -1.6919 2.2270 -1.7079  0.2750
H: -3.3858 1.8034 -1.4595  0.4655
H: -0.7832 -0.5800 4.4425  0.2323
H: 0.8535 -0.5677 5.1102  0.3208
H: -0.2840 -1.8341 5.5909  0.3772
H: 2.3764 -1.3085 -0.8757  0.3319
H: 2.8224 -0.1698 -4.2141  0.2624
H: 2.8397 0.2089 -2.4753  0.3181
H: 3.1970 -1.4513 -3.0354  0.3597

Properties
**Gap between HOMO and LUMO**: 8.8 eV
**Relative energy (zero: lowest compared OMol25 entry of this formula, charge and spin)**: 240.1 kJ/mol
**Structure (SMILES)**: COc1ccc(CN(CC[C@H](c2ccco2)C(C)C)C(C)=O)cc1OC
**HOMO energy**: -0.2991 hartree
**Energy**: -31927.093 eV
**Largest force on an atom**: 1.17 eV/Å